[1]
A 2-piece molecular cluster, C3H9NO3 overall, computed with ωB97M-V/def2-TZVPD.

Element x y z (Å)
O 1.354 -0.570 0.274
C 1.252 0.415 -0.422
C -0.014 0.837 -1.077
N -1.090 -0.099 -0.910
C -2.286 0.297 -0.165
O -2.312 1.685 0.132
H 2.149 1.030 -0.598
H 0.218 1.043 -2.125
H -0.247 1.834 -0.683
H -0.698 -0.964 -0.567
H -3.166 0.106 -0.791
H -2.359 -0.282 0.761
H -2.093 1.804 1.059
H 2.630 -1.779 1.511
H 3.444 -3.058 1.530
O 3.218 -2.298 2.075

Atomic forces in eV per Å
-0.1 0.0 -0.1
0.4 -0.4 0.4
-0.2 0.4 0.0
0.2 0.0 -0.1
-0.1 0.2 -0.1
0.0 -0.2 0.1
0.0 0.2 -0.1
0.1 -0.1 -0.3
-0.1 -0.1 0.1
-0.2 0.0 0.2
0.1 0.0 0.2
-0.1 -0.1 -0.1
0.1 0.1 0.0
0.0 0.1 0.0
0.0 0.0 0.1
-0.1 0.0 -0.1

The highest occupied orbital energy is -0.33780 Ha. As for the charge: 0. The HOMO-LUMO gap is 9.82 eV. Its structure (SMILES) is O=CCNCO.O. The lowest unoccupied orbital energy comes out at 0.63 eV. As for the multiplicity: 1.

---

[2]
C37H41N8O7ReS4 as an isolated structure, computed with ωB97M-V/def2-TZVPD.

Element x y z (Å)
Re -0.139 0.461 -0.665
C -1.007 -3.590 -5.873
C -1.677 -2.484 -5.152
N -2.732 -1.847 -5.541
N -2.958 -0.935 -4.557
C -2.077 -0.994 -3.550
S -2.099 0.109 -2.262
N -1.250 -2.001 -3.925
N -0.218 -2.499 -3.137
H -1.478 -3.702 -6.846
H -1.106 -4.533 -5.332
H 0.053 -3.378 -6.012
H -3.715 -0.277 -4.634
H -0.107 -3.486 -3.330
H 0.647 -2.000 -3.332
C -4.228 4.633 3.167
O -2.873 4.878 3.531
C -1.920 4.154 2.937
C -0.592 4.483 3.330
C 0.443 3.802 2.791
C 0.264 2.752 1.833
C 1.377 2.024 1.388
C 2.771 2.303 1.866
O 1.340 1.044 0.553
C -1.087 2.432 1.451
O -1.407 1.486 0.642
C -2.155 3.160 2.020
H -4.820 5.345 3.732
H -4.521 3.615 3.430
H -4.377 4.796 2.098
H -0.448 5.277 4.049
H 1.441 4.063 3.107
H 2.946 3.340 2.131
H 3.468 2.015 1.081
H 2.946 1.691 2.753
H -3.149 2.879 1.707
C 3.278 -1.417 1.530
N 2.551 -2.706 1.435
C 3.498 -3.842 1.373
C 1.497 -2.711 0.345
C 1.897 -2.104 -0.974
C 2.732 -2.880 -1.782
C 3.201 -2.429 -3.006
C 2.838 -1.157 -3.415
C 1.980 -0.393 -2.630
C 1.427 -0.838 -1.416
H 3.945 -1.463 2.387
H 2.547 -0.630 1.659
H 3.835 -1.259 0.609
H 1.996 -2.775 2.319
H 4.143 -3.725 0.506
H 2.940 -4.773 1.305
H 4.100 -3.841 2.278
H 0.676 -2.163 0.770
H 1.198 -3.754 0.243
H 3.004 -3.877 -1.453
H 3.839 -3.053 -3.617
H 3.206 -0.753 -4.350
H 1.710 0.586 -3.009
N -3.821 -0.459 7.840
C -2.788 -0.539 6.937
C -2.173 -1.765 6.662
C -1.163 -1.846 5.724
C -0.755 -0.705 5.050
C -1.354 0.525 5.312
C -2.363 0.606 6.244
S 0.494 -0.753 3.830
O 1.449 0.287 4.114
O 1.026 -2.118 3.777
N -0.159 -0.373 2.424
C -1.035 -1.130 1.792
S -2.080 -2.328 2.497
C -2.586 -2.830 0.923
C -1.992 -2.087 -0.019
N -1.131 -1.098 0.435
H -3.932 -1.217 8.491
H -4.050 0.447 8.210
H -2.491 -2.654 7.193
H -0.681 -2.793 5.516
H -1.021 1.413 4.786
H -2.830 1.561 6.454
H -3.287 -3.635 0.785
H -2.110 -2.224 -1.076
O 2.542 2.661 -7.972
C 1.255 2.547 -7.588
O 0.395 2.417 -8.410
C 0.962 2.573 -6.115
C 1.901 2.864 -5.132
C 1.547 2.834 -3.792
C 0.246 2.513 -3.412
S -0.074 2.500 -1.654
C -0.712 2.290 -4.398
C -0.349 2.306 -5.733
H 3.132 2.723 -7.214
H 2.923 3.130 -5.375
H 2.289 3.046 -3.032
H -1.738 2.118 -4.118
H -1.080 2.130 -6.511

Atomic forces in eV per Å
0.0 0.2 -0.4
0.0 0.0 0.0
0.0 0.0 0.0
0.0 0.0 0.0
0.0 0.0 0.0
0.1 0.1 -0.1
0.0 -0.1 0.1
0.0 0.0 0.0
-0.3 -0.2 0.0
0.0 0.0 0.0
0.0 0.0 0.0
0.0 0.0 0.0
0.0 0.0 0.0
0.0 0.0 0.0
-0.1 -0.1 -0.1
0.0 0.0 0.0
0.0 0.0 0.0
0.1 0.0 0.0
0.0 0.0 0.0
0.0 0.0 0.0
-0.1 0.0 0.0
0.1 -0.1 -0.2
0.0 0.0 0.0
0.2 0.2 0.4
0.1 0.1 0.1
0.0 -0.2 -0.2
0.0 0.0 0.0
0.0 0.0 0.0
0.0 0.0 0.0
0.0 0.0 0.0
0.0 0.0 0.0
0.0 0.0 0.0
0.0 0.0 0.0
0.0 -0.1 0.0
0.0 0.0 0.0
0.0 0.0 0.0
0.0 0.0 0.0
-0.2 -0.1 0.3
0.0 0.0 0.0
-0.1 0.0 0.0
0.1 0.1 0.0
0.0 0.0 0.0
0.0 -0.1 0.0
0.0 0.1 0.0
0.0 0.3 0.0
-0.2 -0.2 0.2
0.0 0.0 0.0
-0.1 0.2 0.0
0.0 0.0 0.0
0.2 0.2 -0.1
0.0 0.0 0.0
0.0 0.0 0.0
0.0 0.0 0.0
-0.1 0.0 0.0
0.0 0.0 -0.1
0.0 0.0 0.0
0.0 0.0 0.0
0.0 0.0 0.0
0.0 -0.1 0.0
0.0 0.0 0.0
0.0 0.0 0.0
0.0 0.0 0.0
0.0 0.0 0.0
0.0 0.0 -0.1
0.0 0.0 0.0
0.0 0.0 0.0
0.2 0.0 -0.1
0.0 0.0 -0.1
-0.1 -0.1 -0.1
0.0 -0.1 0.0
0.1 0.1 -0.1
0.0 0.0 0.0
0.0 0.0 0.0
0.1 -0.1 -0.1
-0.1 0.0 0.3
0.0 0.0 0.0
0.0 0.0 0.0
0.0 0.0 0.0
0.0 0.0 0.0
0.0 0.0 0.0
0.0 0.0 0.0
0.0 0.0 0.0
0.0 0.0 -0.1
0.0 0.0 0.0
0.0 0.0 0.0
0.0 0.0 0.0
0.0 0.0 0.0
0.0 0.0 0.0
0.0 0.0 -0.1
0.0 0.0 0.0
0.1 0.1 -0.1
0.0 0.0 0.1
0.0 0.0 0.0
0.0 0.0 0.0
0.0 0.0 0.0
0.0 0.0 0.0
-0.1 0.0 0.0
0.0 0.0 0.0

The highest occupied orbital energy (alpha / beta) is -0.36625 / -0.36449 Ha. As for the charge: +1. The HOMO-LUMO gap (alpha / beta) is 6.27 / 6.53 eV. The lowest unoccupied orbital energy (alpha / beta) comes out at -3.70 / -3.38 eV. As for the multiplicity: 2.

---

[3]
A 2-piece molecular cluster, C5H11NO2 overall, computed with ωB97M-V/def2-TZVPD.

Element x y z (Å)
O 1.633 1.243 -1.082
C 2.526 0.454 -0.708
N 2.372 -0.718 -0.129
C 1.082 -1.321 -0.163
C -1.499 0.706 -0.795
C -2.276 1.348 0.379
O -1.630 -0.618 -0.933
C 0.628 -1.380 1.331
H 3.555 0.818 -0.833
H 1.332 -1.985 1.900
H 0.516 -0.779 -0.922
H -0.446 1.049 -0.803
H -3.123 0.660 0.536
H -2.707 2.312 0.087
H -1.708 1.394 1.307
H -1.925 1.193 -1.712
H 0.838 -0.356 1.659
H -0.404 -1.683 1.457
H 1.236 -2.337 -0.575

Atomic forces in eV per Å
-0.8 0.4 0.3
-0.1 -0.7 -0.3
0.3 1.0 0.6
1.1 -1.0 0.1
-2.6 0.1 0.0
-0.3 -1.1 -0.1
1.5 0.8 0.4
0.8 0.7 -0.7
0.2 -0.4 -0.1
-0.2 -0.3 -0.1
-1.0 0.0 -0.1
1.0 0.1 -0.5
0.2 0.3 0.2
0.4 0.0 0.2
0.0 0.2 0.0
0.7 -0.2 -0.2
-0.7 -0.1 0.3
0.0 0.0 0.0
-0.6 0.1 0.0

The highest occupied orbital energy is -0.31804 Ha. As for the charge: 0. The HOMO-LUMO gap is 4.17 eV. The lowest unoccupied orbital energy comes out at -4.48 eV. As for the multiplicity: 1.

---

[4]
A 6-piece molecular cluster, C16H36Cl4N4O4 overall, computed with ωB97M-V/def2-TZVPD.

Element x y z (Å)
Cl 0.997 -0.955 3.592
C -0.449 -0.856 2.542
C -0.014 -0.117 1.268
Cl -1.418 0.182 0.233
H -1.232 -0.349 3.093
H -0.633 -1.888 2.262
H 0.633 -0.797 0.717
H 0.542 0.789 1.495
Cl -3.381 -3.683 2.361
C -4.045 -2.202 1.688
C -5.140 -1.619 2.538
Cl -6.635 -2.586 2.528
H -4.450 -2.407 0.697
H -3.257 -1.458 1.586
H -5.342 -0.584 2.255
H -4.747 -1.466 3.547
C 4.090 -3.805 0.961
O 4.075 -3.454 -0.200
N 3.047 -4.400 1.596
C 3.274 -4.936 2.940
C 1.738 -4.504 1.014
H 4.928 -3.550 1.622
H 4.262 -4.740 3.347
H 3.082 -6.008 2.939
H 2.564 -4.428 3.597
H 0.992 -3.911 1.544
H 1.760 -4.138 -0.013
H 1.461 -5.554 0.895
C -0.586 4.517 -0.132
O 0.362 5.236 -0.369
N -1.820 4.601 -0.671
C -2.799 3.548 -0.507
C -2.172 5.700 -1.562
H -0.480 3.580 0.446
H -3.539 3.927 0.215
H -2.376 2.597 -0.202
H -3.470 3.409 -1.358
H -2.624 5.344 -2.484
H -2.876 6.369 -1.057
H -1.275 6.292 -1.726
C -1.075 2.052 -5.106
O -1.872 2.537 -5.885
N -1.120 0.848 -4.532
C -0.424 0.504 -3.310
C -2.132 -0.138 -4.879
H -0.193 2.645 -4.807
H -1.127 0.361 -2.488
H 0.304 1.271 -3.049
H 0.095 -0.452 -3.408
H -2.927 -0.266 -4.143
H -2.588 0.020 -5.854
H -1.623 -1.102 -4.969
C 3.235 1.019 2.252
O 2.545 1.876 2.774
N 3.362 0.813 0.929
C 2.707 1.647 -0.066
C 4.373 -0.113 0.449
H 3.799 0.305 2.871
H 2.248 1.023 -0.829
H 3.456 2.332 -0.470
H 1.979 2.309 0.400
H 5.176 0.344 -0.134
H 4.871 -0.692 1.223
H 3.885 -0.838 -0.206

Atomic forces in eV per Å
0.0 -0.1 0.2
1.0 0.1 -0.7
0.4 -0.7 0.7
-0.3 0.2 -0.1
-0.2 -0.2 0.0
-0.7 0.1 0.3
0.1 0.2 -0.1
-0.3 0.2 -0.1
0.3 -0.3 0.1
-0.6 0.6 -0.6
0.5 0.7 0.8
0.3 0.2 0.1
0.2 -0.2 0.0
0.1 -0.1 0.1
-0.4 -0.2 -0.6
-0.4 -0.6 0.2
-0.8 0.4 -0.3
0.1 0.1 -0.3
1.5 0.1 0.8
-1.2 0.5 -0.2
0.1 -0.3 -1.0
0.2 -0.4 0.1
0.2 0.1 -0.4
0.0 -0.1 0.2
0.0 -0.3 0.3
0.0 -0.3 0.3
0.3 0.2 0.1
-0.3 0.0 0.4
0.3 -1.0 -0.8
-0.2 0.4 0.3
-0.1 0.0 -1.0
-1.3 0.9 0.8
0.2 0.4 0.8
0.0 0.1 0.3
0.2 -0.5 0.4
0.1 0.1 0.1
0.8 0.0 -0.6
0.2 -0.1 -0.1
-0.2 -0.1 -0.1
0.0 -0.1 -0.3
0.2 1.4 -0.1
-0.1 -0.5 -0.1
-0.8 -1.3 0.4
0.4 0.0 -0.1
0.2 -0.6 -0.6
0.1 -0.1 0.3
-0.1 0.3 0.0
-0.1 0.1 0.0
0.1 0.0 -0.2
0.0 0.3 0.2
0.1 0.5 0.1
0.0 -0.1 0.2
-0.4 0.5 0.5
-0.1 0.0 -0.2
0.6 -0.4 0.1
0.5 0.5 0.6
-0.3 -0.6 -0.8
0.2 -0.1 -0.2
0.0 0.1 -0.2
-0.1 -0.2 -0.5
-0.1 -0.3 0.2
-0.2 0.4 0.0
-0.3 0.2 0.4
0.2 -0.1 -0.1

The highest occupied orbital energy is -0.34315 Ha. As for the charge: 0. The HOMO-LUMO gap is 9.50 eV. Its structure (SMILES) is CN(C)C=O.CN(C)C=O.CN(C)C=O.CN(C)C=O.ClCCCl.ClCCCl. The lowest unoccupied orbital energy comes out at 0.17 eV. As for the multiplicity: 1.

---

Q: Which value of multiplicity does entry 4 give?
A: 1